C25H35As2N2OTi | ωB97M-V with the def2-TZVPD basis set

```
66
Properties=species:S:1:pos:R:3:forces:R:3
Ti 0.262 -0.280 0.660 0.214 0.498 0.061
C 4.340 -0.096 0.237 0.063 0.041 -0.051
As 2.626 0.044 -0.662 -0.299 -0.072 0.067
C 2.886 -1.097 -2.217 0.107 0.015 -0.037
C 2.723 1.823 -1.439 0.005 0.021 -0.001
C 3.718 2.121 -2.366 0.016 0.024 -0.010
C 3.793 3.380 -2.941 0.004 -0.019 0.006
C 2.871 4.353 -2.585 -0.011 0.010 0.004
C 1.888 4.067 -1.649 0.009 0.024 -0.003
C 1.803 2.806 -1.066 0.031 0.003 -0.007
As 0.471 2.417 0.308 0.033 -0.202 0.142
C -0.941 3.684 -0.129 0.005 0.044 -0.009
C 1.280 3.314 1.834 -0.029 0.000 -0.028
H 5.138 0.198 -0.444 0.014 -0.003 0.022
H 4.507 -1.118 0.573 -0.028 -0.015 -0.014
H 4.333 0.564 1.103 0.012 0.006 0.000
H 3.757 -0.795 -2.795 0.006 -0.010 0.001
H 2.002 -1.046 -2.849 0.001 0.013 -0.003
H 3.023 -2.125 -1.882 -0.011 0.004 0.017
H 4.448 1.372 -2.651 -0.014 -0.017 0.006
H 4.568 3.598 -3.663 -0.006 0.010 -0.002
H 2.918 5.338 -3.030 0.009 -0.003 -0.002
H 1.187 4.846 -1.377 -0.007 -0.011 0.013
H -0.589 4.710 -0.037 -0.015 0.000 -0.006
H -1.763 3.540 0.572 0.004 -0.008 0.011
H -1.302 3.516 -1.143 0.007 -0.012 -0.002
H 1.611 4.311 1.547 0.007 0.009 0.028
H 2.119 2.718 2.189 0.009 0.008 -0.015
H 0.547 3.372 2.637 -0.004 0.017 -0.007
O -1.726 -0.465 -0.198 0.029 -0.050 0.004
C -2.310 -1.771 -0.350 0.058 0.153 -0.033
C -1.262 -2.811 -0.054 -0.116 -0.093 -0.031
C -1.548 -4.150 -0.286 0.034 0.092 0.044
C -0.600 -5.100 0.043 0.002 -0.027 0.005
C 0.606 -4.684 0.594 0.012 0.055 0.019
C 0.814 -3.336 0.781 0.014 0.014 0.025
N -0.097 -2.403 0.457 -0.130 -0.474 -0.037
H -2.405 0.218 -0.176 -0.017 -0.036 -0.048
H -2.681 -1.883 -1.370 -0.006 -0.014 -0.002
H -3.145 -1.875 0.345 0.003 -0.044 -0.004
H -2.504 -4.429 -0.708 0.008 -0.035 -0.003
H -0.799 -6.150 -0.122 0.009 0.000 -0.002
H 1.377 -5.385 0.880 -0.037 -0.046 -0.014
H 1.734 -2.966 1.219 0.000 0.016 -0.017
C -2.693 0.042 5.259 0.021 0.013 0.057
N -2.476 0.074 3.822 -0.043 -0.018 -0.006
C -2.232 -1.258 3.311 0.008 -0.033 -0.012
C -1.455 1.038 3.413 0.032 0.080 -0.076
C -0.017 0.670 3.725 -0.078 -0.025 -0.033
C 0.498 0.969 4.983 0.003 0.007 0.032
C 1.786 0.590 5.339 -0.002 -0.024 -0.051
C 2.557 -0.107 4.420 -0.019 -0.008 0.004
C 2.039 -0.384 3.160 0.051 -0.061 -0.065
C 0.752 0.002 2.754 0.045 0.168 -0.032
H -3.567 -0.572 5.478 0.001 -0.005 -0.013
H -2.889 1.051 5.625 -0.004 -0.002 -0.014
H -1.840 -0.369 5.819 0.005 -0.001 -0.014
H -3.076 -1.903 3.561 -0.019 0.008 0.005
H -1.314 -1.722 3.702 -0.004 -0.004 0.010
H -2.142 -1.223 2.221 0.016 0.025 0.053
H -1.719 1.999 3.866 -0.004 -0.024 0.036
H -1.551 1.170 2.324 0.005 -0.025 0.009
H -0.112 1.516 5.695 0.009 -0.002 0.011
H 2.178 0.832 6.318 0.001 0.001 0.001
H 3.560 -0.429 4.674 -0.004 0.020 0.039
H 2.692 -0.922 2.471 -0.014 0.026 -0.028
```
Positions in Å, forces in eV/Å.

Computed properties:
multiplicity	3
relative energy (zero: lowest compared OMol25 entry of this formula, charge and spin)	5.0	kcal per mole
orbital gap (spin up / spin down)	6.373 / 7.723	eV
electronic energy	-176306.801	eV
net charge	+1
LUMO level (spin up / spin down)	-2.7 / -2.7	eV
<S²>	2.01

How is the electron density shared among the atoms? According to Löwdin, the charges in e are: Ti 0.516; C -0.273; As 1.111; C -0.282; C -0.415; C -0.106; C -0.065; C -0.063; C -0.098; C -0.409; As 1.116; C -0.289; C -0.254; H 0.034; H 0.031; H 0.030; H 0.026; H 0.031; H 0.027; H 0.097; H 0.112; H 0.112; H 0.095; H 0.028; H 0.024; H 0.034; H 0.037; H 0.031; H 0.030; O -0.163; C -0.132; C -0.242; C 0.005; C -0.022; C -0.026; C -0.094; N 0.008; H 0.126; H 0.142; H 0.139; H 0.130; H 0.122; H 0.119; H 0.114; C -0.100; N -0.248; C -0.099; C -0.194; C -0.286; C -0.057; C -0.082; C -0.097; C -0.165; C -0.233; H 0.085; H 0.088; H 0.085; H 0.093; H 0.096; H 0.048; H 0.122; H 0.077; H 0.111; H 0.103; H 0.101; H 0.057

=====

C25H35Cl45O6S | ωB97M-V with the def2-TZVPD basis set

```
112
Properties=species:S:1:pos:R:3:forces:R:3
C -3.933 -2.381 -2.714 1.145 0.295 -0.368
C -2.467 -2.873 -2.855 -1.005 0.464 0.715
C -1.936 -3.490 -1.541 0.348 -0.564 -1.358
O -1.473 -4.809 -1.996 1.550 -0.298 -0.276
S -0.005 -4.647 -2.669 0.958 -0.183 2.596
O -0.009 -4.564 -4.085 -0.611 0.742 -0.040
O 0.884 -5.599 -2.083 -0.404 -0.523 -0.271
O 0.359 -3.276 -1.884 -0.495 -0.336 -2.064
C -0.667 -2.852 -0.915 1.014 0.031 -0.674
C -0.475 -1.325 -0.954 -0.652 -0.136 1.207
C -1.323 -0.518 0.047 -0.219 0.283 -0.530
C -2.641 0.019 -0.519 0.411 0.309 0.790
O -2.394 0.987 -1.524 0.243 -0.023 0.282
C -0.162 -3.571 0.351 -1.612 -0.244 -0.089
C -1.135 -3.541 1.543 1.283 0.363 0.378
C -0.844 -4.710 2.497 -0.500 1.009 0.230
O -1.926 -4.892 3.407 0.336 0.047 0.033
H -4.448 -2.578 -3.647 -0.364 -0.088 0.094
H -4.400 -2.859 -1.858 -0.338 -0.081 -0.135
H -3.931 -1.311 -2.567 -0.357 0.244 0.080
H -1.791 -2.109 -3.233 -0.054 0.187 0.042
H -2.474 -3.651 -3.611 0.160 -0.176 0.105
H -2.712 -3.797 -0.849 -0.098 0.539 0.216
H 0.577 -1.185 -0.705 0.101 0.012 -0.013
H -0.606 -0.886 -1.941 -0.031 -0.329 -0.215
H -0.748 0.369 0.314 -0.222 -0.205 -0.144
H -1.525 -1.034 0.983 0.075 -0.178 -0.005
H -3.347 -0.760 -0.807 0.088 -0.027 -0.246
H -3.127 0.578 0.284 -0.085 -0.065 0.071
H -2.366 0.586 -2.389 0.049 -0.223 -0.420
H -0.061 -4.612 0.043 0.078 -0.054 0.040
H 0.842 -3.239 0.600 0.015 0.283 0.064
H -2.184 -3.463 1.263 -0.075 -0.377 -0.131
H -0.913 -2.635 2.110 -0.296 0.041 0.095
H -0.005 -4.405 3.121 0.079 -0.404 -0.263
H -0.595 -5.626 1.966 0.012 -0.129 -0.051
H -2.428 -5.620 3.065 -0.591 -0.454 -0.023
C -5.007 1.893 -4.054 -0.197 -0.153 0.407
Cl -6.581 1.422 -4.704 0.101 0.011 -0.036
Cl -4.998 1.851 -2.293 -0.726 -0.082 -0.634
Cl -3.719 0.852 -4.670 -0.361 0.006 -0.266
H -4.799 2.905 -4.373 0.014 0.015 -0.027
C -4.723 5.357 -0.202 0.061 -0.160 0.267
Cl -4.362 6.065 1.376 -0.235 0.051 -0.170
Cl -3.738 3.917 -0.453 0.248 0.337 0.196
Cl -6.443 4.966 -0.351 0.064 0.074 -0.018
H -4.471 6.078 -0.967 -0.025 0.040 -0.016
C 0.921 0.994 -4.470 0.156 -0.201 0.203
Cl 1.126 1.871 -2.951 -0.073 0.020 -0.024
Cl 2.034 -0.369 -4.545 -0.311 0.328 -0.089
Cl -0.757 0.457 -4.657 0.400 0.008 -0.029
H 1.144 1.669 -5.284 -0.017 0.007 -0.028
C 4.941 -2.597 -2.851 0.026 0.166 0.134
Cl 6.185 -2.573 -1.596 0.038 -0.050 -0.001
Cl 3.335 -2.629 -2.126 0.004 -0.082 -0.078
Cl 5.121 -1.209 -3.930 0.225 -0.083 0.117
H 5.067 -3.498 -3.436 -0.019 -0.014 -0.035
C 2.641 -7.245 2.247 0.084 0.118 -0.003
Cl 2.005 -6.551 3.745 0.030 -0.442 -0.096
Cl 2.164 -6.286 0.846 -0.021 -0.058 0.010
Cl 4.398 -7.378 2.331 -0.014 -0.015 0.019
H 2.231 -8.238 2.132 -0.016 -0.019 0.008
C -1.306 6.636 4.012 0.067 -0.054 0.131
Cl -2.992 6.405 4.497 0.077 0.168 -0.001
Cl -0.239 5.698 5.057 -0.322 0.662 0.020
Cl -1.082 6.163 2.324 0.136 0.113 0.008
H -1.023 7.690 4.117 -0.507 -0.751 -0.044
C 3.486 -3.661 -7.253 -0.045 0.137 0.028
Cl 4.852 -2.641 -7.710 -0.022 -0.048 0.024
Cl 2.907 -3.261 -5.637 -0.009 -0.308 -0.024
Cl 2.169 -3.509 -8.417 -0.003 -0.069 -0.053
H 3.817 -4.690 -7.247 0.013 -0.022 -0.030
C 2.492 5.631 7.945 0.033 0.046 -0.239
Cl 1.523 4.428 7.093 0.222 -0.235 0.340
Cl 4.131 5.026 8.212 -0.003 0.013 0.050
Cl 2.526 7.150 7.049 -0.015 0.044 0.191
H 2.038 5.817 8.909 -0.006 -0.030 0.030
C 7.888 -5.526 1.448 0.066 0.131 0.124
Cl 9.575 -5.023 1.306 -0.027 -0.019 -0.046
Cl 7.759 -6.983 2.439 0.032 0.004 -0.029
Cl 6.902 -4.223 2.117 0.114 -0.237 -0.096
H 7.519 -5.755 0.458 -0.023 -0.015 -0.019
C 3.573 -3.027 4.503 -0.053 0.172 -0.036
Cl 1.913 -3.411 4.039 0.215 0.493 0.133
Cl 4.487 -2.457 3.104 -0.173 0.098 0.055
Cl 3.595 -1.824 5.794 0.028 -0.051 0.000
H 4.042 -3.930 4.872 -0.007 -0.039 -0.028
C -7.365 10.218 1.058 0.083 0.225 -0.085
Cl -6.463 10.442 2.554 0.033 -0.032 0.081
Cl -8.693 11.376 0.951 0.002 -0.056 0.004
Cl -6.296 10.368 -0.340 -0.028 -0.060 0.027
H -7.782 9.224 1.061 -0.042 -0.119 -0.014
C 5.004 4.893 4.473 -0.007 -0.024 -0.180
Cl 6.436 5.755 3.903 -0.012 -0.005 0.050
Cl 3.534 5.761 4.029 0.002 -0.058 -0.064
Cl 4.969 3.247 3.835 -0.018 0.015 0.059
H 5.049 4.837 5.552 -0.006 0.007 0.027
C -0.976 10.613 2.463 -0.048 0.063 -0.116
Cl -0.372 10.782 0.815 -0.009 -0.013 0.071
Cl -2.674 10.145 2.465 0.056 -0.139 0.047
Cl 0.029 9.477 3.378 0.231 0.517 -0.151
H -0.906 11.575 2.951 0.069 0.022 0.008
C -0.419 -6.464 -6.921 -0.044 -0.082 0.066
Cl -0.219 -7.086 -8.564 0.019 0.067 0.051
Cl -2.091 -5.968 -6.641 0.040 0.020 -0.020
Cl 0.079 -7.669 -5.733 0.014 0.049 -0.034
H 0.215 -5.594 -6.807 -0.011 0.033 0.032
C 0.246 2.459 2.218 -0.039 -0.092 0.195
Cl 0.755 3.017 3.812 0.152 -0.382 -0.312
Cl 1.042 0.938 1.795 0.385 0.155 0.227
Cl -1.511 2.281 2.156 0.015 0.090 0.026
H 0.535 3.206 1.492 0.006 0.020 -0.021
```
Positions in Å, forces in eV/Å.

Computed properties:
multiplicity	1
orbital gap	10.278	eV
electronic energy	-613119.400	eV
net charge	0
LUMO level	0.1	eV

Löwdin population analysis, charges in e, atoms 1 to 99: C -0.068; C -0.151; C -0.199; O -0.179; S 0.598; O -0.253; O -0.268; O -0.239; C -0.357; C -0.079; C -0.183; C -0.270; O -0.172; C -0.112; C -0.146; C -0.282; O -0.054; H 0.077; H 0.079; H 0.016; H 0.093; H 0.106; H 0.150; H 0.116; H 0.086; H 0.006; H 0.100; H 0.094; H 0.094; H -0.027; H 0.076; H 0.132; H 0.114; H 0.104; H 0.004; H 0.100; H 0.073; C -1.486; Cl 0.538; Cl 0.565; Cl 0.533; H 0.020; C -1.522; Cl 0.496; Cl 0.513; Cl 0.520; H 0.015; C -1.498; Cl 0.551; Cl 0.500; Cl 0.528; H 0.016; C -1.547; Cl 0.528; Cl 0.559; Cl 0.495; H 0.002; C -1.512; Cl 0.534; Cl 0.596; Cl 0.512; H 0.013; C -1.545; Cl 0.519; Cl 0.455; Cl 0.502; H -0.102; C -1.528; Cl 0.533; Cl 0.524; Cl 0.538; H 0.015; C -1.511; Cl 0.498; Cl 0.550; Cl 0.516; H 0.015; C -1.543; Cl 0.526; Cl 0.506; Cl 0.485; H 0.013; C -1.517; Cl 0.546; Cl 0.504; Cl 0.537; H 0.015; C -1.555; Cl 0.514; Cl 0.525; Cl 0.514; H 0.008; C -1.553; Cl 0.527; Cl 0.496; Cl 0.526; H -0.040; C -1.512; Cl 0.541

=====

C25H35N2O3 | ωB97M-V with the def2-TZVPD basis set

```
65
Properties=species:S:1:pos:R:3:forces:R:3
C -2.790 -2.019 2.618 -0.435 -0.117 0.368
N -1.727 -1.452 1.782 0.095 0.036 0.208
C -1.170 -2.516 0.929 0.379 -0.308 -0.383
C -2.016 -0.149 1.051 -0.259 0.229 -0.255
C -0.622 0.547 1.017 0.000 -0.102 0.004
N 0.129 0.194 2.224 0.443 0.092 -0.059
C 0.311 1.238 3.222 0.129 0.489 0.264
C 1.310 2.359 2.868 0.003 -0.366 -0.416
O 1.027 3.390 3.778 -0.053 0.231 0.313
C 2.800 1.922 2.929 -0.409 0.089 0.253
O 3.424 2.030 1.665 0.349 -0.142 -0.448
C 3.057 1.132 0.706 -0.188 -0.025 -0.202
C 2.900 -0.233 0.954 0.337 0.163 0.025
C 2.389 -1.056 -0.032 -0.034 0.058 -0.196
C 2.071 -0.549 -1.289 0.014 0.109 0.289
C 1.276 -1.388 -2.227 -0.131 0.042 0.284
O 0.252 -1.910 -1.802 0.246 -0.024 -0.234
C 1.733 -1.517 -3.612 0.000 -0.182 -0.551
C 3.040 -1.192 -3.983 -0.202 -0.042 0.136
C 3.444 -1.355 -5.293 0.079 -0.006 -0.147
C 2.556 -1.838 -6.243 0.058 0.028 0.074
C 1.258 -2.170 -5.881 -0.051 -0.027 -0.022
C 0.849 -2.017 -4.572 0.032 0.083 0.167
C 2.349 0.787 -1.571 -0.055 -0.283 0.059
C 2.827 1.620 -0.581 0.098 0.106 0.345
C -3.030 0.682 1.850 0.167 0.161 -0.038
C -3.386 1.997 1.154 -0.173 -0.181 -0.055
C -3.924 1.727 -0.245 0.281 0.164 -0.030
C -2.910 0.927 -1.053 -0.271 -0.115 0.125
C -2.565 -0.392 -0.356 0.165 0.112 -0.043
H -3.068 -1.342 3.420 0.028 0.041 -0.063
H -3.667 -2.250 2.014 0.022 0.042 -0.043
H -2.431 -2.944 3.065 0.079 0.031 -0.066
H -0.920 -1.075 2.387 -0.260 -0.246 -0.061
H -0.440 -2.128 0.222 -0.051 0.099 0.053
H -0.689 -3.262 1.559 -0.054 0.032 0.120
H -1.963 -3.000 0.363 -0.056 0.067 0.009
H -0.756 1.624 0.933 0.014 -0.014 -0.031
H -0.079 0.211 0.131 0.052 -0.003 0.012
H 1.040 -0.180 1.966 -0.294 0.042 -0.027
H -0.647 1.725 3.412 0.016 -0.057 0.044
H 0.636 0.767 4.153 -0.073 0.071 0.032
H 1.115 2.702 1.836 0.064 -0.120 0.121
H 1.596 4.149 3.606 -0.040 -0.055 -0.003
H 3.349 2.611 3.575 -0.102 -0.131 -0.026
H 2.899 0.918 3.354 0.076 0.041 -0.036
H 3.193 -0.654 1.905 0.001 -0.013 0.105
H 2.235 -2.107 0.166 -0.038 -0.096 0.041
H 3.740 -0.835 -3.241 0.056 0.030 0.024
H 4.456 -1.109 -5.578 0.084 0.013 -0.024
H 2.878 -1.961 -7.266 0.031 -0.007 -0.092
H 0.571 -2.551 -6.621 -0.058 -0.027 -0.063
H -0.155 -2.274 -4.268 -0.067 -0.031 0.010
H 2.134 1.183 -2.552 -0.008 0.067 -0.108
H 3.009 2.665 -0.775 -0.015 0.148 0.001
H -2.644 0.891 2.849 -0.047 -0.083 0.136
H -3.960 0.121 1.946 -0.010 -0.087 0.114
H -4.141 2.510 1.751 0.071 0.044 0.052
H -2.520 2.658 1.095 0.033 0.088 0.035
H -4.139 2.669 -0.748 -0.095 0.011 -0.018
H -4.859 1.167 -0.175 -0.094 -0.017 -0.015
H -2.003 1.516 -1.197 0.080 0.068 -0.084
H -3.316 0.703 -2.040 0.101 0.005 -0.054
H -3.473 -0.993 -0.287 -0.076 -0.112 0.008
H -1.842 -0.927 -0.971 0.020 -0.117 0.061
```
Positions in Å, forces in eV/Å.

Computed properties:
multiplicity	1
relative energy (zero: lowest compared OMol25 entry of this formula, charge and spin)	31.2	kcal per mole
orbital gap	9.144	eV
electronic energy	-35610.144	eV
net charge	+1
SMILES	C[NH+](C)C1(CNC[C@@H](O)COc2ccc(C(=O)c3ccccc3)cc2)CCCCC1
LUMO level	-2.5	eV

How is the electron density shared among the atoms? According to Löwdin, the charges in e are: C -0.005; N -0.155; C -0.003; C -0.360; C -0.093; N -0.040; C -0.130; C -0.332; O -0.011; C -0.108; O -0.033; C -0.266; C -0.028; C -0.020; C -0.181; C -0.303; O 0.065; C -0.155; C -0.019; C -0.060; C -0.058; C -0.060; C -0.006; C -0.010; C 0.028; C -0.129; C -0.173; C -0.186; C -0.169; C -0.120; H 0.101; H 0.112; H 0.108; H 0.144; H 0.063; H 0.111; H 0.115; H 0.122; H 0.120; H 0.083; H 0.121; H 0.136; H 0.151; H 0.110; H 0.142; H 0.122; H 0.127; H 0.130; H 0.117; H 0.110; H 0.111; H 0.110; H 0.118; H 0.130; H 0.129; H 0.117; H 0.120; H 0.122; H 0.110; H 0.118; H 0.121; H 0.117; H 0.121; H 0.134; H 0.099

=====

Q: What is the formula in the third record?
A: C25H35N2O3

=====

Q: What is the net charge in the first record?
A: +1

=====

Q: What is the electronic energy in the third record?
A: -35610.144 eV